The following is a DFT calculation (wB97M-V/def2-TZVPD) of a structure of composition C22H35CoN2P2S.

Geometry as XYZ:
```
63
C22H35CoN2P2S | OMol25 | wB97M-V/def2-TZVPD
Co 0.050 0.018 0.667
C -1.304 -1.093 3.189
C -2.070 0.148 2.775
N -1.176 1.099 2.078
C -0.402 1.991 2.975
C 0.749 1.309 3.694
S 1.691 0.296 2.508
C 1.681 -1.361 3.259
C 0.750 -2.299 2.503
N -0.462 -1.569 2.059
H -1.998 -1.877 3.499
H -0.668 -0.898 4.046
H -2.551 0.607 3.643
H -2.860 -0.121 2.075
H -1.776 1.724 1.549
H -1.068 2.460 3.706
H -0.002 2.787 2.344
H 0.419 0.698 4.530
H 1.418 2.064 4.105
H 1.422 -1.258 4.311
H 2.702 -1.736 3.224
H 0.484 -3.155 3.130
H 1.247 -2.670 1.606
H -1.030 -2.254 1.575
C -1.753 2.667 -0.637
P -0.215 1.681 -0.827
C 0.958 3.051 -1.055
C -0.511 0.901 -2.444
C -0.370 1.547 -3.663
C -0.661 0.873 -4.840
C -1.108 -0.438 -4.809
C -1.272 -1.091 -3.596
C -0.971 -0.425 -2.416
P -1.141 -1.138 -0.765
C -0.890 -2.949 -0.858
C -2.938 -1.109 -0.429
H -2.647 2.044 -0.637
H -1.823 3.334 -1.498
H -1.744 3.312 0.245
H 0.763 3.532 -2.013
H 1.991 2.719 -1.035
H 0.792 3.794 -0.275
H -0.024 2.571 -3.718
H -0.534 1.375 -5.789
H -1.328 -0.956 -5.733
H -1.622 -2.116 -3.587
H -1.530 -3.342 -1.649
H -1.208 -3.441 0.061
H 0.137 -3.237 -1.054
H -3.473 -1.550 -1.272
H -3.297 -0.089 -0.299
H -3.192 -1.690 0.459
C 4.129 -0.507 -1.957
C 3.967 0.441 -0.960
C 2.779 0.516 -0.249
C 1.688 -0.344 -0.473
C 1.892 -1.268 -1.504
C 3.074 -1.361 -2.225
H 5.053 -0.571 -2.516
H 4.767 1.131 -0.725
H 2.728 1.298 0.496
H 1.128 -1.966 -1.805
H 3.160 -2.109 -3.002
```

The total charge is +2. For the relative energy (zero: lowest compared OMol25 entry of this formula, charge and spin), the calculation gives 99.5 kJ/mol. The HOMO-LUMO gap (alpha / beta) is 8.01 / 8.01 eV. Its LUMO energy (alpha / beta) is -6.182 / -6.184 eV.

Mulliken population analysis, charges in e, atoms 1 to 2: -0.0012, -0.8312



The following is a DFT calculation (wB97M-V/def2-TZVPD) of a structure of composition C29H27N4O2Pt.

Geometry as XYZ:
```
63
C29H27N4O2Pt | OMol25 | wB97M-V/def2-TZVPD
Pt -0.060 0.902 -0.317
C 3.516 1.696 -3.132
O 3.604 2.477 -1.900
C 2.536 2.139 -1.189
N 1.718 1.286 -1.659
C 2.254 0.817 -2.943
C 2.533 -0.669 -2.963
C 3.126 -1.214 -4.099
C 3.397 -2.570 -4.172
C 3.075 -3.401 -3.107
C 2.484 -2.864 -1.976
C 2.213 -1.503 -1.900
C 2.329 2.725 0.151
C 3.065 3.759 0.705
C 2.720 4.193 1.977
C 1.659 3.598 2.648
C 0.976 2.574 2.012
N 1.318 2.145 0.798
C -0.202 1.878 2.574
N -0.891 1.057 1.892
C -1.963 0.547 2.752
C -1.653 1.211 4.119
O -0.542 2.117 3.839
C -1.992 -0.961 2.807
C -0.850 -1.712 2.553
C -0.889 -3.096 2.657
C -2.067 -3.737 3.007
C -3.210 -2.990 3.259
C -3.171 -1.608 3.158
H 4.432 1.115 -3.211
H 3.442 2.402 -3.955
H 1.509 1.044 -3.710
H 3.374 -0.578 -4.942
H 3.857 -2.981 -5.061
H 3.287 -4.460 -3.159
H 2.234 -3.503 -1.138
H 1.752 -1.091 -1.010
H 3.878 4.207 0.153
H 3.271 4.997 2.443
H 1.362 3.915 3.636
H -2.913 0.905 2.345
H -1.305 0.492 4.858
H -2.467 1.805 4.526
H 0.069 -1.214 2.269
H 0.006 -3.673 2.462
H -2.096 -4.815 3.085
H -4.132 -3.485 3.533
H -4.069 -1.032 3.349
C -3.021 2.331 -1.199
C -3.019 0.853 -1.216
C -4.151 -0.028 -1.350
C -3.660 -1.297 -1.311
C -2.233 -1.176 -1.160
C -1.237 -2.262 -1.097
N -1.891 0.131 -1.108
H -3.928 2.730 -1.648
H -2.141 2.719 -1.712
H -2.965 2.688 -0.165
H -5.172 0.296 -1.469
H -4.191 -2.231 -1.393
H -1.662 -3.211 -1.415
H -0.883 -2.370 -0.066
H -0.369 -2.017 -1.712
```

The multiplicity is 3. The total charge is +1. The HOMO-LUMO gap (alpha / beta) is 6.32 / 6.67 eV. Its LUMO energy (alpha / beta) is -3.166 / -4.171 eV.

Mulliken population analysis, charges in e, atoms 1 to 2: 1.0655, -0.6057



The following is a DFT calculation (wB97M-V/def2-TZVPD) of an isolated molecule of C8H10N2O2 in a non-equilibrium geometry.

Geometry as XYZ:
```
22
C8H10N2O2 | OMol25 | wB97M-V/def2-TZVPD
O -4.128 0.258 0.221
C -2.957 0.073 0.286
O -2.207 -0.319 1.421
N -2.044 0.394 -0.670
C -0.660 0.134 -0.645
C 0.214 0.043 -1.924
C 0.122 -1.188 -1.019
C 1.184 -1.604 0.013
C 2.293 -0.911 0.238
C 2.877 0.052 0.927
C 1.625 1.175 0.794
N 0.131 0.851 0.534
H -2.536 -0.293 2.427
H -2.426 1.141 -1.261
H 0.993 0.679 -1.924
H -0.255 -0.103 -2.874
H -0.406 -2.083 -1.250
H 0.989 -2.542 0.485
H 3.810 0.455 1.267
H 1.446 1.816 1.708
H 1.993 1.663 -0.080
H -0.056 0.307 1.324
```

The total charge is 0. For the relative energy (zero: lowest compared OMol25 entry of this formula, charge and spin), the calculation gives 626.0 kJ/mol. As for the SMILES: O=C(O)N[C@]12C[C@H]1C=C=CCN2. The HOMO-LUMO gap is 8.45 eV. Its LUMO energy is 0.496 eV.

Mulliken population analysis, charges in e, atoms 1 to 2: -0.5414, 0.5214



The following is a DFT calculation (wB97M-V/def2-TZVPD) of a cluster of 2 separate species, H3PS2 in total in a non-equilibrium geometry.

Geometry as XYZ:
```
6
H3PS2 | OMol25 | wB97M-V/def2-TZVPD
P 1.090 -0.888 -0.225
S -2.083 -0.116 0.391
S -0.597 0.301 -0.845
H 1.833 0.210 0.212
H 1.630 -0.819 -1.507
H -1.873 1.312 1.973
```

The total charge is 0. For the relative energy (zero: lowest compared OMol25 entry of this formula, charge and spin), the calculation gives 286.6 kJ/mol. The HOMO-LUMO gap (alpha / beta) is 8.03 / 7.82 eV. Its LUMO energy (alpha / beta) is -1.007 / -1.408 eV.

Mulliken population analysis, charges in e, atoms 1 to 2: -0.0267, -0.1631



| no. | calculated total energy (Eh) |
| --- | --- |
| 1 | -3431.975992 |
| 2 | -1609.885633 |
| 3 | -570.625859 |
| 4 | -1139.416619 |